*a*
# C6H8N2

The molecule C6H8N2 (ωB97M-V with the def2-TZVPD basis set, OMol25).

Last column: natural (NBO) charge in e.
Atoms and positions in Å:
N1 0.01 -0.93 0.53  -0.444
N2 2.01 -0.38 -0.48  -0.444
C1 1.20 -1.27 -0.09  0.263
C2 1.50 0.92 -0.12  -0.277
C3 -1.25 -1.01 -0.02  -0.244
C4 -1.60 0.21 -0.56  -0.225
C5 -0.97 1.13 0.08  -0.174
C6 0.18 0.63 0.72  -0.119
H1 -0.88 2.17 -0.50  0.219
H2 1.72 1.65 -0.93  0.224
H3 -1.81 -1.55 0.99  0.193
H4 -1.26 -1.83 -0.76  0.205
H5 2.11 1.55 0.61  0.198
H6 0.26 0.81 1.75  0.212
H7 1.32 -2.33 -0.05  0.186
H8 -2.52 0.21 -1.18  0.226

Calculated values
Orbital gap, eV: 9.6037
2S+1: 1
SMILES string: C1=C[C@@H]2CN=CN2C1

=====

*b*
# C6H8N2

The molecule C6H8N2 (ωB97M-V with the def2-TZVPD basis set, OMol25).

Last column: natural (NBO) charge in e.
Atoms and positions in Å:
N1 -1.18 -1.25 -0.14  -0.206
N2 -2.08 -0.22 0.04  -0.467
C1 1.31 -1.20 0.04  -0.233
C2 -0.02 -0.71 0.10  0.129
C3 -1.39 1.11 -0.13  -0.239
C4 1.44 1.18 -0.16  -0.424
C5 -0.02 0.72 0.48  -0.269
C6 2.17 -0.17 -0.12  -0.139
H1 -2.93 -0.42 -0.47  0.371
H2 1.26 1.42 -1.17  0.211
H3 -1.93 1.93 0.44  0.215
H4 1.62 -2.23 0.24  0.228
H5 -0.06 0.94 1.52  0.224
H6 2.07 1.92 0.32  0.217
H7 3.20 -0.22 -0.17  0.202
H8 -1.28 1.33 -1.21  0.180

Calculated values
Orbital gap, eV: 8.8216
2S+1: 1
SMILES string: C1=CC2=NNC[C@@H]2C1

=====

Most stable structure, least stable structure: *b*, *a*.

=====

*a*
# C6H8N2

The molecule C6H8N2 (ωB97M-V with the def2-TZVPD basis set, OMol25).

Last column: natural (NBO) charge in e.
Atoms and positions in Å:
N1 1.24 -0.46 -1.65  -0.320
N2 1.30 1.00 -1.61  -0.250
C1 -0.51 0.92 0.18  -0.310
C2 0.71 -1.46 -0.92  0.084
C3 -1.26 -0.36 0.26  -0.402
C4 0.46 0.13 1.29  -0.385
C5 0.52 1.66 -0.79  0.119
C6 -0.11 -1.14 0.40  -0.293
H1 -1.74 -0.43 1.28  0.219
H2 -2.05 -0.30 -0.68  0.212
H3 0.87 -2.45 -1.49  0.232
H4 -1.33 1.61 0.40  0.213
H5 0.52 2.67 -0.92  0.197
H6 1.60 0.65 1.11  0.247
H7 -0.12 -2.22 0.88  0.212
H8 -0.11 0.16 2.26  0.225

Calculated values
Orbital gap, eV: 8.9426
2S+1: 1
SMILES string: C1=NN=C[C@H]2C[C@@H]1C2

=====

*b*
# C6H8N2

The molecule C6H8N2 (ωB97M-V with the def2-TZVPD basis set, OMol25).

Last column: natural (NBO) charge in e.
Atoms and positions in Å:
N1 -1.45 0.37 -0.64  -0.261
N2 -1.02 1.61 -0.13  -0.244
C1 0.68 -0.86 -0.59  -0.194
C2 1.82 -0.55 0.38  -0.438
C3 -2.29 -0.62 0.08  -0.206
C4 -0.77 -0.78 0.16  -0.162
C5 0.26 1.66 0.09  0.075
C6 1.32 0.60 -0.46  -0.315
H1 2.77 -1.04 -0.04  0.233
H2 2.08 1.15 -1.06  0.243
H3 -2.58 -0.41 1.11  0.188
H4 0.83 2.36 0.70  0.195
H5 -0.92 -0.52 1.19  0.194
H6 1.57 -0.35 1.35  0.217
H7 -3.09 -0.88 -0.62  0.218
H8 0.79 -1.73 -1.53  0.258

Calculated values
Orbital gap, eV: 9.5484
2S+1: 1
SMILES string: C1=NN2C[C@H]2[C@@H]2C[C@H]12

=====

Most stable structure, least stable structure: *a*, *b*.

=====

*a*
# C6H8N2

A structure of composition C6H8N2 (ωB97M-V with the def2-TZVPD basis set, OMol25).

Last column: natural (NBO) charge in e.
Atoms and positions in Å:
N1 0.71 1.30 -0.84  -0.615
N2 0.41 -2.27 -0.40  -0.511
C1 -0.51 -0.50 0.31  -0.188
C2 1.00 -1.23 -1.11  -0.137
C3 -0.46 -1.78 0.33  -0.008
C4 -1.10 0.81 0.74  -0.432
C5 -0.18 1.98 0.06  -0.170
C6 0.38 -0.05 -0.66  0.102
H1 1.80 1.60 -0.69  0.392
H2 -2.37 0.90 1.04  0.222
H3 -0.97 0.98 1.84  0.218
H4 -0.59 2.85 -0.33  0.195
H5 0.47 2.55 1.02  0.141
H6 -1.10 -2.50 0.83  0.191
H7 0.18 -3.23 -0.83  0.411
H8 2.32 -1.42 -1.32  0.189

Calculated values
Orbital gap, eV: 8.6465
2S+1: 1

=====

*b*
# C6H8N2

The molecule C6H8N2 (ωB97M-V with the def2-TZVPD basis set, OMol25).

Last column: natural (NBO) charge in e.
Atoms and positions in Å:
N1 -1.11 -1.33 0.09  -0.459
N2 -0.01 0.71 -0.18  -0.452
C1 0.00 -0.68 -0.02  0.437
C2 1.27 1.17 -0.04  -0.014
C3 2.14 0.18 0.04  -0.247
C4 -1.35 1.07 0.23  -0.230
C5 -2.08 -0.17 -0.15  -0.249
C6 1.47 -1.14 0.01  -0.503
H1 -1.53 1.21 1.30  0.181
H2 1.44 2.17 -0.42  0.217
H3 -1.82 1.92 -0.21  0.209
H4 3.20 0.40 0.17  0.222
H5 1.67 -1.89 -0.74  0.250
H6 -3.08 -0.39 0.33  0.208
H7 -2.24 -0.17 -1.20  0.183
H8 1.61 -1.47 1.00  0.248

Calculated values
Orbital gap, eV: 8.9257
2S+1: 1
SMILES string: C1=CN2CCN=C2C1

=====

*c*
# C6H8N2

The molecule C6H8N2 (ωB97M-V with the def2-TZVPD basis set, OMol25).

Last column: natural (NBO) charge in e.
Atoms and positions in Å:
N1 0.03 1.48 -0.19  -0.543
N2 0.06 -0.70 -0.36  -0.572
C1 1.39 1.10 0.12  -0.275
C2 2.40 -1.23 -0.09  -0.529
C3 -0.67 0.45 -0.28  0.455
C4 -2.63 -0.99 0.16  -0.323
C5 1.32 -0.45 -0.05  0.148
C6 -2.19 0.26 -0.15  -0.318
H1 2.01 -2.32 -0.26  0.207
H2 -0.13 2.39 0.02  0.403
H3 1.88 1.63 -0.62  0.205
H4 -3.00 1.13 -0.08  0.226
H5 -3.81 -1.18 0.60  0.218
H6 3.51 -1.11 0.44  0.221
H7 -1.95 -1.94 -0.32  0.272
H8 1.77 1.48 1.08  0.204

Calculated values
Orbital gap, eV: 7.8292
2S+1: 1
SMILES string: C=CC1=NC(=C)CN1

=====

*d*
# C6H8N2

The molecule C6H8N2 (ωB97M-V with the def2-TZVPD basis set, OMol25).

Last column: natural (NBO) charge in e.
Atoms and positions in Å:
N1 -2.12 -0.17 0.12  -0.462
N2 -1.18 -1.25 -0.03  -0.238
C1 0.01 -0.71 0.15  0.174
C2 2.18 -0.12 -0.10  -0.132
C3 1.36 1.15 -0.03  -0.428
C4 -1.33 1.05 -0.26  -0.221
C5 -0.04 0.70 0.37  -0.318
C6 1.34 -1.20 -0.10  -0.237
H1 -2.92 -0.36 -0.48  0.368
H2 1.83 1.75 0.81  0.217
H3 -0.19 0.81 1.44  0.223
H4 3.25 -0.06 -0.19  0.216
H5 1.53 -2.29 -0.17  0.236
H6 -1.76 2.01 0.07  0.205
H7 1.37 1.68 -0.98  0.222
H8 -1.20 1.18 -1.31  0.174

Calculated values
Orbital gap, eV: 8.9429
2S+1: 1
SMILES string: C1=CC2=NNC[C@@H]2C1

=====

Most stable structure, least stable structure: *b*, *a*.

=====

*a*
# C6H8N2

A structure of composition C6H8N2 (ωB97M-V with the def2-TZVPD basis set, OMol25).

Last column: natural (NBO) charge in e.
Atoms and positions in Å:
N1 -0.61 1.06 -1.81  -0.610
N2 1.03 0.85 2.22  -0.277
C1 1.15 -0.52 -0.37  -0.340
C2 -1.80 -0.62 1.06  -0.595
C3 -0.90 0.52 0.59  -0.373
C4 0.43 0.44 1.28  0.235
C5 -0.43 0.32 -0.83  0.402
C6 2.26 -0.14 -1.02  -0.353
H1 -2.56 -0.87 0.31  0.224
H2 3.02 -0.87 -1.29  0.203
H3 1.00 -1.57 -0.16  0.211
H4 -1.26 -1.54 1.27  0.220
H5 -0.07 0.88 -2.66  0.372
H6 2.45 0.90 -1.27  0.197
H7 -1.40 1.49 0.69  0.254
H8 -2.31 -0.32 1.98  0.230

Calculated values
Orbital gap, eV: 8.4319
2S+1: 1

=====

*b*
# C6H8N2

The molecule C6H8N2 (ωB97M-V with the def2-TZVPD basis set, OMol25).

Last column: natural (NBO) charge in e.
Atoms and positions in Å:
N1 0.37 -0.14 0.20  -0.170
N2 1.50 0.15 -0.29  -0.127
C1 2.54 -0.83 0.01  -0.452
C2 -2.37 -0.86 -0.10  -0.380
C3 -1.91 0.50 -0.17  -0.176
C4 -0.51 0.88 0.00  0.032
C5 -0.06 2.16 0.06  -0.318
C6 -1.51 -1.91 0.08  -0.052
H1 -0.61 -2.22 -0.57  0.182
H2 0.91 2.32 0.38  0.199
H3 -3.37 -1.09 0.08  0.236
H4 2.16 -1.92 0.47  0.178
H5 3.06 -1.13 -0.83  0.211
H6 -0.68 3.07 -0.06  0.202
H7 3.04 -0.40 0.83  0.221
H8 -2.55 1.43 -0.09  0.214

Calculated values
Orbital gap (spin up / spin down), eV: 7.0148 / 7.3825
2S+1: 1

=====

Most stable structure, least stable structure: *a*, *b*.

=====

*a*
# C4H5N3

A structure of composition C4H5N3 (ωB97M-V with the def2-TZVPD basis set, OMol25).

Last column: natural (NBO) charge in e.
Atoms and positions in Å:
N1 0.95 1.55 -0.51  -0.356
N2 0.81 -1.49 -0.78  -0.340
N3 -1.48 0.14 -0.23  -0.821
C1 0.14 -1.54 0.32  0.091
C2 -0.17 -0.01 0.42  -0.040
C3 1.06 0.00 -0.40  0.035
C4 0.24 1.49 0.57  0.093
H1 2.00 -0.11 0.15  0.172
H2 -0.11 2.34 1.16  0.212
H3 -1.84 -0.74 -0.59  0.370
H4 -0.13 -2.44 0.87  0.211
H5 -1.46 0.81 -0.99  0.374

Calculated values
Orbital gap, eV: 9.8099
2S+1: 1

=====

*b*
# C4H5N3

A structure of composition C4H5N3 (ωB97M-V with the def2-TZVPD basis set, OMol25).

Last column: natural (NBO) charge in e.
Atoms and positions in Å:
N1 2.83 -1.56 -0.81  -0.310
N2 1.29 2.35 0.89  -0.307
N3 -0.45 -0.27 -0.58  -0.601
C1 -1.59 0.02 0.30  -0.417
C2 1.16 1.25 0.54  0.260
C3 0.90 -0.07 0.04  -0.420
C4 1.97 -0.84 -0.50  0.239
H1 -0.56 0.05 -1.55  0.409
H2 -2.51 -0.11 -0.27  0.222
H3 0.11 -1.11 0.10  0.500
H4 -1.55 1.02 0.74  0.214
H5 -1.58 -0.72 1.11  0.210

Calculated values
Orbital gap, eV: 9.4663
2S+1: 1

=====

Most stable structure, least stable structure: *b*, *a*.

=====

*a*
# C4H5N3

The molecule C4H5N3 (ωB97M-V with the def2-TZVPD basis set, OMol25).

Last column: natural (NBO) charge in e.
Atoms and positions in Å:
N1 1.52 1.11 0.25  -0.429
N2 -2.03 0.15 0.03  -0.814
N3 1.39 -1.23 -0.05  -0.431
C1 -0.63 0.07 0.00  0.063
C2 2.06 -0.10 0.17  0.220
C3 0.07 -1.13 -0.16  0.026
C4 0.19 1.18 0.16  0.041
H1 -0.49 -2.05 -0.34  0.187
H2 -2.45 0.71 -0.70  0.382
H3 -2.51 -0.74 0.09  0.378
H4 3.14 -0.17 0.31  0.182
H5 -0.25 2.17 0.23  0.194

Calculated values
Orbital gap, eV: 9.9000
2S+1: 1
SMILES string: Nc1cncnc1

=====

*b*
# C4H5N3

The molecule C4H5N3 (ωB97M-V with the def2-TZVPD basis set, OMol25).

Last column: natural (NBO) charge in e.
Atoms and positions in Å:
N1 1.62 0.66 -0.23  -0.217
N2 -0.14 -0.97 -0.18  -0.284
N3 0.30 0.27 -0.07  -0.059
C1 2.38 -0.34 0.15  -0.076
C2 -0.78 1.16 0.05  -0.076
C3 -1.52 -0.98 0.00  -0.075
C4 -1.91 0.42 0.04  -0.328
H1 2.02 -1.32 0.44  0.211
H2 -0.37 2.23 -0.17  0.246
H3 3.48 -0.16 0.04  0.189
H4 -2.10 -1.88 -0.28  0.228
H5 -2.99 0.90 0.21  0.241

Calculated values
Orbital gap, eV: 9.6314
2S+1: 1
SMILES string: C=Nn1cccn1

=====

Most stable structure, least stable structure: *a*, *b*.